C74H185N11O26 | ωB97M-V/def2-TZVPD

Properties
HOMO energy   -0.304 hartree
Energy relative to the best compared isomer or geometry (same formula, charge and spin)   42.78 kcal per mole
LUMO energy   0.63 eV

```
296
Properties=species:S:1:pos:R:3:lowdin_charge:R:1
O -7.84216 -8.88967 33.17154 -0.21
O -6.50640 2.61470 34.13632 -0.19
O -9.51340 -5.48058 28.17553 -0.20
O -21.51382 0.67199 29.62140 -0.17
O -14.07940 -7.81891 37.55538 -0.19
O -20.08805 -1.41950 33.27742 -0.19
O -8.17944 -9.93676 28.26697 -0.17
O -17.04389 -10.02374 31.81378 -0.21
O -18.12391 -5.01770 31.96349 -0.19
O -12.65424 4.81022 27.12712 -0.18
O -8.61654 -4.55309 31.59349 -0.21
O -15.82025 1.16011 36.66386 -0.20
O -12.23918 -9.70723 33.52798 -0.21
O -11.88058 0.68400 38.17091 -0.23
O -9.31284 -0.15514 32.36881 -0.21
O -12.61160 -4.86659 33.35519 -0.18
O -15.15414 1.13433 27.64060 -0.17
O -10.51253 -2.69650 27.85913 -0.19
O -20.78143 4.54507 32.94562 -0.20
O -14.85505 -2.45543 36.01363 -0.21
O -12.06938 3.82910 36.68718 -0.18
O -12.25369 -7.64850 25.72003 -0.21
O -12.25955 -11.68974 31.42546 -0.16
O -16.63470 -11.01888 39.75333 -0.23
O -15.22338 -5.42610 28.74394 -0.17
O -13.99297 -0.41030 32.90096 -0.22
N -6.67552 -10.14255 30.74223 -0.05
N -19.08602 -0.49903 30.62934 -0.02
N -13.22775 2.79598 29.00496 -0.04
N -8.82986 2.52880 35.40917 -0.06
N -16.67238 -8.74192 37.90574 -0.04
N -7.20650 -1.98901 32.40074 -0.04
N -18.74577 2.48878 35.08249 -0.08
N -12.26046 -1.98237 37.09365 -0.03
N -14.44249 -3.17184 32.17880 -0.01
N -13.73023 -7.98695 27.92217 -0.04
N -16.76058 -7.35439 33.16789 -0.03
C -10.03073 2.45008 36.21534 -0.20
C -10.87741 -5.11727 27.87638 -0.18
C -16.18952 -4.54361 29.31778 -0.08
C -14.64619 0.83704 28.95688 -0.23
C -12.12961 4.86511 28.50811 -0.16
C -16.85062 -11.82225 40.93290 -0.10
C -17.87267 -10.53539 39.18505 -0.23
C -13.35257 -10.90404 30.88427 -0.07
C -12.14275 1.47274 39.26178 -0.13
C -7.45215 -2.45307 31.09300 -0.22
C -13.12108 4.18396 29.46265 -0.19
C -17.37198 1.99228 35.19579 -0.22
C -12.47209 -8.68889 27.74470 -0.21
C -7.49601 -3.95326 31.01128 -0.26
C -6.00886 2.68629 32.82876 -0.12
C -7.92263 1.44897 35.67817 -0.23
C -20.30948 1.28350 29.43353 -0.31
C -8.32741 -2.06347 33.41781 -0.12
C -18.88154 -0.65839 33.07226 -0.20
C -7.06938 1.31774 34.45949 -0.22
C -6.93501 -10.56262 28.31678 -0.27
C -13.00759 2.93061 35.99766 -0.09
C -19.20426 0.31163 29.45267 -0.22
C -13.76611 0.53367 33.96792 -0.08
C -8.76141 -5.38189 26.93836 -0.10
C -15.73943 -8.39372 32.86091 -0.20
C -13.89963 -7.38949 29.27723 -0.17
C -17.35554 -5.03659 33.12407 -0.23
C -11.12760 -10.89345 31.78675 -0.18
C -18.89757 0.24802 31.88582 -0.21
C -11.12727 -10.47041 33.28380 -0.22
C -15.08545 0.00332 26.84062 -0.12
C -18.90806 3.43472 33.98987 -0.19
C -7.97158 -8.31779 34.44414 -0.13
C -16.27072 -9.80843 33.00188 -0.20
C -21.22560 -0.64474 33.53987 -0.10
C -12.72772 -9.64732 34.91664 -0.03
C -11.62163 4.69961 26.23316 -0.17
C -10.69652 -1.45175 28.50044 -0.09
C -8.32748 -9.12748 27.12685 -0.11
C -10.43805 0.37460 31.69077 -0.08
C -16.15480 -8.37080 36.60528 -0.24
C -15.42333 0.42374 37.77480 -0.09
C -13.89749 -3.51741 35.93628 -0.19
C -17.13092 1.03975 36.34569 -0.26
C -13.01404 -3.09577 31.91765 -0.20
C -11.05211 -1.30276 37.14653 -0.25
C -13.06430 -6.83919 37.80020 -0.08
C -9.63141 -1.45365 32.85047 -0.23
C -10.95634 -0.32933 38.34491 -0.22
C -15.14525 -7.26483 36.78058 -0.23
C -22.19260 4.79315 33.10920 -0.10
C -10.85760 3.74283 35.97889 -0.22
C -15.35473 -2.08950 31.83030 -0.16
C -15.24973 -6.67988 29.40387 -0.21
C -17.49899 -9.96822 37.83917 -0.22
C -22.63920 1.57677 29.45885 -0.07
C -11.21255 -3.77358 28.44619 -0.19
C -19.26428 -4.26767 32.08772 -0.11
C -6.70263 -9.72114 33.15639 -0.22
C -12.57518 -2.77546 35.85448 -0.16
C -17.56100 -11.31379 31.54208 -0.10
C -16.20558 -6.04443 33.04514 -0.23
C -12.16750 -6.17179 33.54471 -0.08
C -6.69648 -11.17247 29.67971 -0.21
C -8.25761 -5.93415 31.82161 -0.09
C -16.17954 -2.94173 36.02649 -0.09
C -12.41553 -4.41240 32.08323 -0.27
C -12.30031 -8.91442 26.25985 -0.24
C -6.97717 -10.70709 32.00931 -0.24
C -15.32497 -0.84263 32.80757 -0.20
C -14.32598 2.08434 29.69106 -0.22
C -20.42558 3.48566 33.83681 -0.24
C -11.79834 -7.61898 24.39528 -0.11
H -10.94180 -3.62562 29.52392 0.13
H -13.98141 -4.26312 36.78467 0.13
H -17.17018 1.46619 34.25003 0.09
H -10.78058 -0.75163 36.25329 0.09
H -6.62125 -4.44333 31.41661 0.10
H -8.45005 0.55897 35.99221 0.10
H -8.60010 -3.09935 33.61992 0.11
H -16.74961 -11.98909 31.27454 0.07
H -15.87364 -9.01326 38.49626 0.11
H -15.63444 -5.86452 33.94999 0.09
H -8.02564 -1.44093 34.24973 0.10
H -10.84525 -8.06587 24.17708 0.08
H -12.45778 -2.38566 32.52324 0.09
H -10.22868 -1.34230 33.78042 0.11
H -15.65024 -6.49938 37.39846 0.13
H -13.41345 2.69529 28.01205 0.10
H -9.19063 -8.48809 27.33887 0.07
H -12.00882 5.85924 28.79840 0.10
H -10.19785 -9.92294 33.49977 0.11
H -20.91416 2.59085 33.47200 0.10
H -11.38119 -9.39810 26.04140 0.10
H -13.73372 -10.18763 31.53373 0.03
H -6.09396 -9.87213 28.06518 0.13
H -12.62751 -6.45201 36.91721 0.06
H -19.11835 -3.20936 31.85720 0.06
H -18.66661 -11.33494 39.12477 0.13
H -6.08044 3.74356 32.55864 0.09
H -10.67966 5.20638 26.51400 0.09
H -12.83378 -10.60555 35.38066 0.08
H -10.99813 -10.02591 31.10750 0.13
H -20.18264 2.14491 30.17056 0.14
H -12.30140 -7.38936 38.32665 0.09
H -12.73628 4.13513 30.45215 0.10
H -12.49057 -9.66626 28.27980 0.11
H -22.37992 5.17697 34.10092 0.08
H -19.33794 -0.39325 28.61955 0.14
H -18.29619 -9.70882 39.81968 0.13
H -8.37512 3.39360 35.56835 0.10
H -6.48554 -10.22435 34.06753 0.10
H -6.79334 -11.42015 27.66421 0.12
H -11.73670 -1.18514 28.64388 0.08
H -6.27581 0.58032 34.73597 0.13
H -22.74665 3.84852 32.98502 0.08
H -13.18421 3.41588 35.06252 0.08
H -7.70392 0.96835 33.60248 0.10
H -8.02455 -6.46344 30.84736 0.11
H -13.69595 0.22590 28.96068 0.12
H -14.62756 1.16198 34.22284 0.08
H -16.34845 -3.71501 35.42946 0.01
H -22.70050 2.42765 30.18496 0.09
H -16.89595 -7.96397 35.83329 0.13
H -19.76040 0.90772 31.92660 0.08
H -8.53198 -9.60222 26.19930 0.07
H -16.54436 2.70988 35.29267 0.13
H -13.76471 -9.26353 34.76537 0.06
H -10.27330 4.54188 36.37412 0.12
H -8.02149 -10.97634 32.16584 0.10
H -19.90987 -4.74232 31.31543 0.11
H -14.11850 -11.60909 30.56500 0.10
H -13.05371 -6.76656 29.54161 0.09
H -13.19888 -9.37788 25.80763 0.14
H -15.30674 0.34278 25.85715 0.08
H -5.81499 -9.07974 32.82731 0.15
H -8.85472 -4.39779 26.38195 0.11
H -21.50330 0.08913 32.77489 0.08
H -11.39040 3.63853 25.96813 0.10
H -21.99733 -1.36035 33.61639 0.08
H -11.79201 -6.55166 24.13528 0.09
H -11.22941 4.34145 28.51018 0.09
H -10.33154 -2.04370 32.19236 0.11
H -18.36402 0.90695 29.28849 0.10
H -11.60282 -8.08597 28.21704 0.13
H -10.20506 -0.76150 27.85120 0.09
H -14.08027 4.77781 29.46971 0.13
H -10.08613 -1.45334 29.41613 0.06
H -18.08337 -11.73024 32.40596 0.08
H -18.60937 -0.05778 33.95055 0.10
H -10.45290 1.48960 35.86064 0.11
H -17.91973 -5.28692 34.01358 0.12
H -15.64354 -1.12525 33.88942 0.13
H -7.24915 1.67608 36.58054 0.14
H -9.89424 2.39753 37.26914 0.10
H -13.12766 -10.36206 29.98602 0.04
H -10.23276 -1.99588 37.31979 0.12
H -7.49109 -4.34410 29.93564 0.13
H -12.73518 -2.11635 34.96608 0.11
H -15.45149 -0.65638 37.69989 0.08
H -15.88341 -4.26947 30.32943 0.06
H -13.80363 -7.23708 27.24476 0.10
H -22.45342 5.49649 32.31167 0.09
H -10.28097 -11.56537 31.52957 0.12
H -19.01314 2.92977 36.00840 0.14
H -16.84975 -2.10893 35.85937 0.07
H -15.44183 -10.48209 33.04367 0.10
H -11.12964 -6.28552 33.15108 0.09
H -18.08053 -1.40918 32.86594 0.11
H -16.20537 -3.72988 28.64436 0.07
H -11.44701 -5.92837 28.31626 0.09
H -12.90503 1.16826 33.71355 0.08
H -12.49520 -8.07767 23.66945 0.09
H -5.02447 2.29637 32.69648 0.07
H -15.41513 -6.48948 30.41759 0.06
H -17.45552 -0.03874 36.12608 0.13
H -17.11435 -12.86788 40.72924 0.08
H -19.70901 -4.37512 33.06952 0.09
H -17.46825 -7.44860 32.40007 0.14
H -9.03397 -6.18632 26.25049 0.07
H -16.94186 -10.72468 37.28509 0.12
H -17.70489 1.37939 37.23872 0.13
H -17.20253 -4.88126 29.38421 0.08
H -18.46904 4.46310 34.27743 0.15
H -7.45874 -9.50835 30.46108 0.12
H -13.87943 -8.20152 30.02081 0.10
H -13.46015 -6.09969 38.41050 0.07
H -12.76494 -6.89297 33.00971 0.08
H -6.34565 -11.59047 32.18665 0.13
H -11.19866 2.07552 39.51720 0.12
H -7.44958 -11.97529 29.87955 0.13
H -14.11336 -0.40921 26.88040 0.06
H -12.24464 -3.63896 28.29183 0.11
H -14.08137 -4.10205 35.05548 0.08
H -10.27549 1.41381 31.49389 0.08
H -15.66496 -9.18170 36.06678 0.09
H -11.23396 -11.38801 33.87629 0.13
H -15.26292 2.61945 29.87588 0.12
H -15.52903 -5.85880 32.20039 0.10
H -11.05600 3.85350 34.91520 0.12
H -16.02680 -0.07498 32.41159 0.10
H -14.37150 0.62130 37.97014 0.07
H -15.00563 -1.65644 30.90757 0.10
H -16.01782 -7.30422 28.98156 0.13
H -6.75262 -1.10338 32.44973 0.08
H -7.46222 -8.44591 27.01009 0.10
H -12.49201 0.83365 40.07466 0.09
H -11.43900 0.20601 32.21187 0.10
H -13.93516 1.85077 30.65923 0.10
H -9.89994 0.09824 38.38925 0.13
H -13.49984 -0.10042 34.84799 0.09
H -22.59603 2.03923 28.45081 0.09
H -7.31725 -7.52204 34.68247 0.07
H -8.98238 -7.94255 34.48205 0.07
H -11.32668 -4.40079 31.90225 0.12
H -18.41489 -9.78173 37.32149 0.11
H -12.03164 -9.03331 35.52765 0.10
H -14.87858 -8.31410 33.52678 0.08
H -11.98422 5.15915 25.31892 0.08
H -11.74576 -3.42354 35.59744 0.11
H -16.97206 -4.00316 33.24243 0.10
H -15.25423 -8.22029 31.83974 0.12
H -16.95516 -9.89920 33.90064 0.14
H -7.78668 -5.47193 27.39589 0.08
H -14.78785 -6.89932 35.81606 0.10
H -12.80311 -2.87924 30.89154 0.11
H -9.11498 -6.50369 32.25688 0.07
H -12.84933 2.24293 39.10593 0.07
H -15.33538 0.15668 29.50912 0.12
H -17.91988 0.83307 31.90972 0.13
H -19.85822 -1.10785 30.66040 0.09
H -11.01880 -5.20597 26.74877 0.14
H -6.64966 -2.18278 30.42128 0.13
H -13.05207 -1.37364 37.06107 0.08
H -12.71089 -5.12908 31.29324 0.13
H -16.33168 -2.51588 31.73545 0.08
H -21.01488 -0.12009 34.45251 0.08
H -20.20249 1.71073 28.42757 0.13
H -16.42466 -3.43833 37.03126 0.12
H -18.41430 2.96854 33.12667 0.11
H -15.80532 -0.80812 27.17968 0.11
H -11.11822 -0.91212 39.31858 0.14
H -13.95543 2.93795 36.58023 0.09
H -20.87231 3.67743 34.82056 0.12
H -6.68156 2.13268 32.10526 0.10
H -16.00937 0.70695 38.65499 0.10
H -17.62205 -11.25623 41.50698 0.09
H -10.40765 -0.01730 30.67715 0.06
H -8.42439 -2.13367 30.62659 0.11
H -12.22019 -6.41276 34.59016 0.07
H -12.74758 1.83095 35.96029 0.08
H -7.38833 -5.97801 32.56253 0.11
H -18.24279 -11.16142 30.68554 0.10
H -15.82109 -11.93123 41.40104 0.10
H -23.53654 1.01762 29.55520 0.07
H -14.53017 -3.47328 33.15031 0.09
H -5.68251 -11.60400 29.57093 0.12
H -7.86230 -9.09990 35.24976 0.11
```